# 1
{"formula": "C5H14", "method": "the ωB97M-V functional and the def2-TZVPD basis", "species": ["C", "C", "H", "H", "H", "H", "H", "H", "C", "C", "C", "H", "H", "H", "H", "H", "H", "H", "H"], "xyz": [[2.1027, -1.9476, 0.6205], [1.0567, -1.7036, 1.6901], [2.8340, -1.1424, 0.5332], [2.6642, -2.8452, 0.8640], [1.6533, -2.0860, -0.3690], [0.2480, -1.0422, 1.3691], [1.5379, -1.3790, 2.6082], [0.4518, -2.5826, 1.9322], [-1.2205, 0.7446, -0.6059], [0.1517, 1.3207, -0.9346], [-2.3289, 1.7734, -0.8748], [-1.2541, 0.4054, 0.4168], [-1.4405, -0.0877, -1.2799], [0.2462, 1.4811, -2.0142], [0.2655, 2.3501, -0.5719], [-2.4002, 1.9889, -1.9433], [-2.2178, 2.7084, -0.3381], [0.9376, 0.6755, -0.5672], [-3.2877, 1.3683, -0.5353]], "forces_ev_per_a": [[0.0, -0.2, -0.4], [-0.8, -0.2, 0.0], [-0.1, 0.2, 0.1], [0.2, -0.2, 0.0], [0.0, 0.0, 0.1], [0.6, 0.5, 0.1], [-0.2, 0.3, 0.2], [0.4, -0.4, 0.0], [-0.3, 1.1, -0.8], [-0.4, 0.6, -0.5], [-0.3, -0.6, 0.3], [-0.1, -0.2, 0.3], [0.3, -0.3, 0.3], [0.1, -0.4, -0.1], [0.1, -0.3, 0.5], [0.0, 0.0, 0.0], [0.3, 0.2, 0.1], [0.4, 0.0, 0.0], [-0.1, 0.0, -0.2]], "homo_ev": [1.6, -7.8], "total_charge": -1, "multiplicity": 2, "relative_energy_kcal_mol": 4.1}

=====

# 2
{"formula": "C5H14", "method": "the ωB97M-V functional and the def2-TZVPD basis", "species": ["C", "C", "C", "H", "H", "H", "H", "H", "H", "H", "H", "C", "C", "H", "H", "H", "H", "H", "H"], "xyz": [[-0.1847, -0.8407, 2.8521], [1.1636, -0.3984, 2.1940], [0.7522, 0.3990, 0.9087], [-0.5335, -1.8150, 2.4324], [0.0565, -0.8827, 3.9210], [-1.0062, -0.1866, 2.6071], [1.6966, 0.2101, 2.9052], [1.8634, -1.1866, 1.9176], [-0.1403, 0.9720, 1.1076], [1.6285, 1.0289, 0.6538], [0.5411, -0.1837, 0.0166], [-0.2520, -0.2458, -2.7813], [-1.1976, 0.9671, -2.6761], [0.5271, -0.2174, -3.5383], [0.4960, -0.1056, -1.9524], [-0.8581, -1.1255, -2.5730], [-1.4676, 1.2088, -1.6399], [-2.2211, 0.6989, -2.9851], [-0.8639, 1.7030, -3.3701]], "forces_ev_per_a": [[1.5, -1.5, -0.2], [-2.1, 0.3, -1.4], [1.9, 0.1, 0.5], [0.5, 0.4, 0.7], [-0.9, -0.4, -0.1], [0.0, 0.7, 0.3], [0.1, 0.6, 0.1], [-0.3, -0.4, 0.1], [0.0, 0.6, 0.1], [-0.7, 0.1, -0.2], [0.0, -0.5, 0.3], [0.9, 1.2, 2.5], [-1.2, -1.6, -0.3], [-1.0, -0.5, -1.1], [-0.9, -0.5, -0.1], [0.8, -0.5, -0.6], [1.0, 0.7, -0.2], [0.3, -0.2, -0.6], [0.1, 1.3, 0.3]], "homo_ev": -10.9, "smiles": "CCC.CC", "total_charge": 0, "relative_energy_kcal_mol": 25.9}

=====

# 3
{"formula": "C5H14", "method": "the ωB97M-V functional and the def2-TZVPD basis", "species": ["C", "C", "C", "H", "H", "H", "H", "H", "H", "H", "H", "C", "C", "H", "H", "H", "H", "H", "H"], "xyz": [[-0.7891, 0.2147, -2.6718], [-1.2732, 0.2658, -1.2270], [-1.8364, -0.9319, -0.5103], [-0.5594, 1.2140, -3.0117], [-0.0628, -0.5714, -2.8411], [-1.6874, -0.0151, -3.2780], [-2.0195, 1.0689, -1.1640], [-0.4010, 0.6214, -0.6454], [-2.7666, -1.2150, -1.0191], [-2.0887, -0.7308, 0.5291], [-1.2401, -1.8550, -0.6271], [1.4347, 0.8592, 1.9758], [2.2742, -0.3901, 2.1765], [0.4919, 0.9073, 2.5237], [1.9106, 1.7897, 2.3304], [1.2533, 1.0684, 0.9167], [2.9283, -0.5708, 1.3102], [1.6914, -1.3103, 2.0785], [2.7400, -0.4190, 3.1543]], "forces_ev_per_a": [[-2.3, -0.8, -0.1], [1.3, 1.5, 0.9], [-0.6, -1.2, -1.3], [0.9, 0.1, 0.0], [0.4, 0.3, -0.2], [0.4, -0.3, -0.1], [0.1, 0.0, 0.1], [-0.4, 0.0, 0.0], [-0.2, 0.1, 0.2], [0.3, 0.0, 0.0], [0.2, 0.5, 0.4], [0.0, 1.2, 0.0], [-0.6, -0.7, -0.8], [-0.1, -0.6, -0.2], [0.4, -0.5, -0.1], [-0.2, -0.3, 0.1], [0.6, 0.6, 0.7], [-0.5, 0.2, 0.4], [0.5, 0.0, -0.1]], "homo_ev": -11.0, "smiles": "CCC.CC", "total_charge": 0, "relative_energy_kcal_mol": 11.4}

=====

# 4
{"formula": "C5H14", "method": "the ωB97M-V functional and the def2-TZVPD basis", "species": ["C", "C", "C", "H", "H", "H", "H", "H", "H", "H", "H", "C", "C", "H", "H", "H", "H", "H", "H"], "xyz": [[-1.3233, -1.0429, 0.6606], [-1.9982, 0.1137, -0.0734], [-2.1839, 1.3671, 0.7954], [-2.0772, -1.8029, 0.8748], [-0.8284, -0.8437, 1.6041], [-0.5117, -1.4258, 0.0449], [-1.3075, 0.4666, -0.8438], [-2.9758, -0.1398, -0.4652], [-1.3692, 2.0564, 0.9740], [-3.0162, 1.9299, 0.3429], [-2.6135, 1.0922, 1.7660], [3.3725, -0.2236, -0.4649], [1.8935, -0.2298, -0.9358], [3.9402, 0.5416, -0.9902], [3.4108, 0.0722, 0.5805], [3.8132, -1.2025, -0.6444], [1.3677, -1.0956, -0.5542], [1.8392, -0.3370, -2.0134], [1.5430, 0.7709, -0.6871]], "forces_ev_per_a": [[-0.2, -0.6, -0.3], [1.5, 1.5, 0.9], [-2.1, -0.1, 0.3], [0.3, -0.3, -0.1], [-0.2, 0.7, 0.3], [-0.4, -0.5, -0.1], [-0.4, -0.4, -0.5], [0.1, -0.3, -0.3], [0.5, -0.3, -0.2], [0.4, 0.3, 0.0], [0.3, 0.0, 0.1], [-0.8, -0.1, -0.4], [1.5, 0.4, -0.3], [0.1, -0.1, -0.2], [0.1, -0.4, 0.2], [0.3, 0.1, 0.3], [-0.3, 0.4, 0.5], [0.1, 0.1, -0.3], [-0.9, -0.4, 0.2]], "homo_ev": -11.2, "smiles": "CCC.CC", "total_charge": 0, "relative_energy_kcal_mol": 13.3}

=====

# 5
{"formula": "C5H14", "method": "the ωB97M-V functional and the def2-TZVPD basis", "species": ["C", "C", "C", "H", "H", "H", "H", "H", "H", "H", "H", "C", "C", "H", "H", "H", "H", "H", "H"], "xyz": [[-0.8822, -2.4371, -1.7966], [0.1358, -1.5274, -1.1338], [-0.1591, -0.0711, -1.4540], [-1.8499, -2.2141, -1.3430], [-0.9311, -2.5190, -2.8750], [-0.6818, -3.4849, -1.5091], [1.1990, -1.7335, -1.3326], [0.2240, -1.5997, -0.0479], [0.0148, 0.2085, -2.5047], [0.4551, 0.6600, -0.9372], [-1.1581, 0.3465, -1.2878], [0.6227, 1.0471, 1.8000], [0.2882, 2.4928, 2.2046], [0.0988, 0.3595, 2.4565], [0.6488, 1.0707, 0.7196], [1.6646, 0.8210, 2.0785], [-0.7976, 2.6671, 2.2390], [0.5698, 2.6505, 3.2499], [0.5381, 3.2631, 1.4736]], "forces_ev_per_a": [[0.2, -1.7, 1.5], [0.7, 1.1, 0.0], [0.2, 1.6, -1.0], [-0.2, 0.1, -0.5], [0.1, 0.8, -0.3], [0.0, 0.3, 0.1], [-0.3, -0.1, -0.9], [-1.0, -0.4, 0.2], [0.1, -0.6, 0.0], [0.4, -0.3, 0.1], [-0.3, -0.8, 0.3], [1.7, 1.6, 0.8], [-1.4, -0.2, 0.6], [-0.8, -0.4, -1.0], [-0.8, -1.2, 0.1], [0.0, 0.3, -0.1], [-0.1, -0.5, 0.0], [0.5, 0.6, -0.4], [1.0, -0.1, 0.4]], "homo_ev": -11.1, "smiles": "CCC.CC", "total_charge": 0, "relative_energy_kcal_mol": 22.4}

=====

# 6
{"formula": "C5H14", "method": "the ωB97M-V functional and the def2-TZVPD basis", "species": ["C", "C", "C", "H", "H", "H", "H", "H", "H", "H", "H", "C", "C", "H", "H", "H", "H", "H", "H"], "xyz": [[1.6597, 0.7663, 0.2124], [1.3278, 0.9882, 1.7706], [0.2135, 0.0127, 1.9883], [2.3051, 1.7145, -0.0385], [0.8052, 0.7787, -0.4028], [2.3609, -0.0373, 0.1652], [2.2270, 0.7942, 2.2832], [0.7945, 2.0391, 1.8591], [0.1218, -0.1048, 3.0184], [-0.7001, 0.5729, 1.7591], [0.2577, -0.8124, 1.3419], [-0.7219, -1.0443, -2.1062], [-2.0791, -0.8329, -1.4320], [-0.6891, -0.4065, -3.0104], [0.1020, -0.6233, -1.3885], [-0.4785, -2.0113, -2.3802], [-1.9646, -0.0546, -0.6781], [-2.8588, -0.2638, -2.0395], [-2.6830, -1.4753, -0.9220]], "forces_ev_per_a": [[2.9, 4.3, 2.5], [-2.3, 1.5, -4.1], [-1.0, 2.2, 0.4], [-1.1, -1.7, -0.1], [-0.8, -0.3, -0.6], [-0.1, -1.0, -0.6], [0.8, 0.3, 1.1], [2.0, -1.7, 0.3], [-0.3, -1.4, 1.8], [-0.1, -0.4, -0.4], [0.1, -1.6, -0.2], [0.5, 2.9, 1.4], [-0.4, 4.3, -1.3], [0.1, -0.4, 0.4], [-1.4, -1.2, -1.5], [0.4, -2.0, -0.5], [0.4, 0.1, 0.3], [1.1, -0.9, -0.1], [-0.8, -3.0, 1.1]], "homo_ev": -10.8, "smiles": "CCC.CC", "total_charge": 0, "relative_energy_kcal_mol": 43.6}

=====

# 7
{"formula": "C5H14", "method": "the ωB97M-V functional and the def2-TZVPD basis", "species": ["C", "C", "C", "H", "H", "H", "H", "H", "H", "H", "H", "C", "C", "H", "H", "H", "H", "H", "H"], "xyz": [[-1.7469, -1.2120, -1.6718], [-0.2702, -0.9491, -1.2239], [-0.0676, -1.8059, -0.0028], [-1.7116, -1.9685, -2.4914], [-2.3077, -1.6144, -0.8295], [-2.2787, -0.3459, -2.0525], [0.3147, -1.2779, -2.0931], [-0.1441, 0.1269, -1.0652], [-0.3713, -2.8275, -0.2218], [0.9756, -1.8772, 0.3017], [-0.5422, -1.3605, 0.8732], [1.2830, 2.1651, 0.6599], [0.7775, 1.6247, 1.9845], [1.9552, 2.9998, 0.8206], [1.6866, 1.3778, 0.0246], [0.5524, 2.6061, -0.0347], [1.6397, 1.3385, 2.5891], [0.1493, 0.7346, 1.8792], [0.1064, 2.2653, 2.5537]], "forces_ev_per_a": [[0.5, -0.4, -0.6], [-1.6, -0.1, -1.0], [1.4, 0.2, 0.4], [-0.4, 0.4, 0.7], [-0.2, 0.0, -0.1], [0.1, 0.2, -0.1], [0.4, 0.3, 0.5], [0.3, -0.3, 0.2], [-0.4, 0.0, 0.3], [0.3, 0.0, -0.1], [-0.5, -0.4, -0.1], [-0.8, 0.5, -0.8], [-0.5, -0.6, 0.0], [0.6, -0.2, 0.0], [0.7, 0.0, 0.3], [-0.5, -0.1, 0.6], [-0.2, 0.1, 0.2], [0.3, -0.2, -0.3], [0.4, 0.6, 0.0]], "homo_ev": -11.3, "smiles": "CCC.CC", "total_charge": 0, "relative_energy_kcal_mol": 10.6}

=====

# 8
{"formula": "C5H14", "method": "the ωB97M-V functional and the def2-TZVPD basis", "species": ["C", "C", "C", "H", "H", "H", "H", "H", "H", "H", "H", "C", "C", "H", "H", "H", "H", "H", "H"], "xyz": [[1.1127, -0.0659, -0.2931], [0.9449, -1.5562, -0.5901], [2.2532, -2.1618, -0.9702], [1.6613, 0.2359, 0.6209], [0.2278, 0.5963, -0.3444], [1.8422, 0.5622, -0.9033], [0.2986, -1.9567, 0.1855], [0.1272, -1.5212, -1.4249], [3.1482, -1.6043, -0.7090], [2.3912, -3.1471, -0.4222], [2.3537, -2.3907, -2.0796], [-1.8883, 2.4550, 0.5820], [-2.3449, 1.0847, 1.2257], [-2.3443, 2.4806, -0.3420], [-2.0508, 3.3083, 1.2102], [-0.7609, 2.4926, 0.3358], [-1.8130, 1.0371, 2.2045], [-2.1402, 0.1528, 0.6457], [-3.4069, 1.2202, 1.2969]], "forces_ev_per_a": [[1.4, 3.0, 0.1], [-2.6, 2.8, -1.7], [0.8, -3.0, -0.6], [-0.7, -1.0, 0.5], [0.0, -0.8, 0.2], [-0.8, -1.5, -0.6], [0.8, -0.6, 0.6], [1.8, -0.5, 0.7], [-0.2, 0.5, 0.2], [-0.1, 0.9, -0.8], [-0.3, 0.3, 1.3], [3.1, -2.2, 0.7], [1.6, 1.2, 0.2], [-1.2, 0.8, -2.0], [-0.6, 0.3, 0.3], [-1.5, -0.3, 0.5], [-0.9, -0.4, -0.5], [0.1, 1.0, 0.2], [-0.6, -0.5, 0.6]], "homo_ev": -10.7, "smiles": "CCC.CC", "total_charge": 0, "relative_energy_kcal_mol": 30.0}